2 unconnected molecules or ions with the total composition C2H2ClO2 in a non-equilibrium geometry. Source: OMol25; level of theory: ωB97M-V with the def2-TZVPD basis set.

Atoms and positions in Å:
C 0.630 1.148 -0.191
C -0.766 -1.499 0.264
O 0.354 -1.587 0.409
O -0.509 0.745 -0.206
Cl -2.291 -1.515 0.016
H 1.069 2.112 0.146
H 1.513 0.594 -0.437

maximum force = 2.7 eV/Å
relative energy (zero: lowest compared OMol25 entry of this formula, charge and spin) = 17.9 kcal/mol
calculated total energy = -18713.251 eV
charge = +1
multiplicity = 1
gap between HOMO and LUMO = 9.43 eV
E_HOMO = -15.25 eV